C43H51BN10OReS3 | ωB97M-V/def2-TZVPD

Element x y z (Å)
Re: 0.349 -0.035 -0.002
C: -2.049 -2.787 3.410
C: -2.195 -3.172 1.956
C: -3.315 -3.630 1.316
C: -3.354 -3.628 -0.099
N: -2.350 -3.157 -0.811
N: -1.263 -2.746 -0.182
B: -0.091 -1.983 -0.915
N: 1.143 -2.989 -0.820
N: 0.895 -4.313 -0.716
C: 1.911 -5.134 -0.626
C: 3.236 -4.653 -0.767
C: 3.492 -3.321 -0.875
C: 4.872 -2.755 -0.984
C: 2.364 -2.457 -0.819
S: 2.510 -0.755 -0.623
C: 1.586 -6.606 -0.355
C: 0.981 -7.238 -1.611
C: 0.562 -6.686 0.787
C: 2.842 -7.379 0.052
N: -0.453 -1.825 -2.440
N: -0.656 -2.969 -3.119
C: -0.918 -2.903 -4.393
C: -0.962 -1.654 -5.064
C: -0.742 -0.491 -4.397
C: -0.770 0.847 -5.067
C: -0.467 -0.613 -3.008
S: -0.191 0.835 -2.075
C: -1.186 -4.189 -5.163
C: -1.041 -5.427 -4.269
C: -2.619 -4.127 -5.718
C: -0.184 -4.278 -6.328
C: -1.143 -2.785 1.124
S: 0.224 -1.894 1.811
C: -4.526 -4.183 -0.900
C: -4.159 -5.638 -1.245
C: -4.749 -3.384 -2.194
C: -5.820 -4.162 -0.077
H: -2.939 -3.033 3.982
H: -1.206 -3.313 3.858
H: -2.672 -0.785 3.606
H: -4.190 -3.930 1.879
H: 4.063 -5.352 -0.755
H: 5.614 -3.549 -1.038
H: 4.960 -2.126 -1.871
H: 5.095 -2.119 -0.124
H: 0.085 -6.698 -1.915
H: 1.690 -7.237 -2.443
H: 0.704 -8.275 -1.405
H: -0.355 -6.151 0.533
H: 0.306 -7.732 0.971
H: 0.968 -6.271 1.715
H: 3.567 -7.444 -0.763
H: 3.331 -6.936 0.925
H: 2.564 -8.401 0.313
H: -1.161 -1.634 -6.128
H: -0.996 0.737 -6.126
H: -1.525 1.492 -4.613
H: 0.192 1.352 -4.960
H: -1.357 -5.228 -3.242
H: -1.647 -6.244 -4.665
H: -0.004 -5.764 -4.239
H: -3.354 -4.096 -4.906
H: -2.779 -3.258 -6.361
H: -2.813 -5.019 -6.318
H: 0.847 -4.194 -5.973
H: -0.290 -5.246 -6.821
H: -0.353 -3.509 -7.085
H: -3.257 -5.678 -1.868
H: -3.980 -6.227 -0.342
H: -4.980 -6.103 -1.795
H: -3.808 -3.085 -2.658
H: -5.297 -3.999 -2.910
H: -5.341 -2.485 -2.001
H: -5.792 -4.849 0.773
H: -6.051 -3.154 0.284
H: -6.648 -4.481 -0.712
N: 2.271 1.188 2.246
C: 1.409 1.145 1.240
O: 0.887 2.143 0.673
C: -1.100 0.219 1.618
C: -2.112 1.247 1.796
N: -3.017 1.325 2.704
C: -1.052 -0.817 2.466
N: -1.821 -1.321 3.500
H: 2.628 2.075 2.565
H: 2.721 0.349 2.561
C: -2.111 4.224 2.410
C: -1.607 3.584 1.284
C: -2.246 2.406 0.750
C: -3.793 2.577 0.909
C: -3.896 2.515 2.482
C: -3.288 3.761 2.949
N: -4.613 2.543 0.009
C: -6.033 2.530 0.167
C: -6.651 1.540 0.922
C: -8.035 1.534 1.032
C: -8.790 2.511 0.398
C: -8.162 3.487 -0.366
C: -6.782 3.491 -0.500
H: -1.643 5.126 2.785
H: -0.736 3.976 0.767
H: -1.916 2.143 -0.248
H: -4.897 2.362 2.864
H: -3.797 4.343 3.714
H: -6.056 0.765 1.396
H: -8.527 0.763 1.614
H: -9.869 2.506 0.489
H: -8.751 4.244 -0.871
H: -6.281 4.232 -1.111

Values from the calculation:
ΔE to the lowest compared entry with this formula, charge and spin	497.4	kJ/mol
2S+1	2
net charge	+2
total energy	-97665.51542	eV
maximum force	0.039	Eh/bohr
HOMO-LUMO gap (spin up / spin down)	4.543 / 5.015	eV
expectation value of S²	0.76